Below is a structure of composition C33H33Cl2N2NaO7STe in a non-equilibrium geometry, with properties calculated with wB97M-V/def2-TZVPD.

Calculated values
HOMO (eV): -1.77
Total charge: -2
Multiplicity: 1
Orbital gap (eV): 5.65
Energy above the lowest of the compared OMol25 structures with the same formula, charge and spin (kcal/mol): 14.2

Element x y z (Å)
Na: -0.464555 0.200823 0.182905
Cl: 2.460944 -4.867692 -4.547681
C: 1.635702 -3.883677 -3.344415
C: 0.378660 -4.285719 -2.875675
C: -0.246708 -3.543785 -1.910859
C: 0.340465 -2.369744 -1.308832
O: -0.271281 -1.709786 -0.441387
C: 1.632117 -1.994035 -1.843647
C: 2.307418 -0.794234 -1.412483
N: 2.242505 -0.263541 -0.253689
C: 3.046405 0.816369 0.042658
C: 4.348316 0.926557 -0.423195
C: 5.119822 2.076197 -0.193874
C: 4.598299 3.140890 0.487896
C: 3.304393 3.044838 1.048571
C: 2.706414 4.097671 1.775461
C: 1.491536 3.903838 2.362348
C: 0.886270 2.632819 2.266582
N: 1.386704 1.652384 1.563209
C: 2.548919 1.849718 0.904135
C: 2.228879 -2.742637 -2.864666
H: -0.091278 -5.164439 -3.301031
H: -1.230254 -3.829195 -1.555133
H: 2.939944 -0.318414 -2.181434
H: 4.773067 0.099279 -0.977725
H: 6.130543 2.122459 -0.584212
H: 5.166830 4.055477 0.617114
H: 3.232654 5.042892 1.857157
H: 0.990389 4.699251 2.898898
H: -0.027410 2.411858 2.806546
H: 3.189153 -2.433056 -3.264710
O: -2.656520 -0.823600 3.357470
Cl: -1.459218 -0.183342 2.883062
O: -0.950104 0.674402 3.918771
O: -1.784423 0.620918 1.723935
O: -0.490093 -1.168825 2.538912
O: -0.074047 1.956250 -0.646650
S: 0.068958 2.370319 -2.063013
C: -1.549251 2.947290 -2.631289
C: -2.680902 2.546926 -1.940425
C: -3.930327 2.970385 -2.367772
C: -4.048901 3.786495 -3.485570
C: -2.910384 4.177344 -4.180383
C: -1.661196 3.759185 -3.750713
C: 0.403688 4.250824 -1.599679
C: 1.391539 4.987465 -2.237122
C: 1.715835 6.275173 -1.820065
C: 1.045040 6.847289 -0.749367
C: 0.057183 6.116334 -0.096664
C: -0.250023 4.832165 -0.516318
H: -2.558285 1.892697 -1.085161
H: -4.818142 2.652569 -1.833560
H: -5.026189 4.120549 -3.814931
H: -2.999281 4.810718 -5.055716
H: -0.762967 4.060228 -4.279974
H: 1.934623 4.547538 -3.071393
H: 2.499687 6.831725 -2.324205
H: 1.295306 7.849257 -0.418271
H: -0.461171 6.551693 0.751963
H: -0.999693 4.250830 0.011884
C: -4.728494 -2.568888 -1.040982
Te: -3.370230 -1.432099 0.240272
C: -2.672406 -3.251960 1.105983
H: -4.178250 -3.196283 -1.743170
H: -5.330527 -1.858592 -1.609350
H: -5.393724 -3.193771 -0.445504
H: -3.332779 -3.574769 1.908635
H: -1.683014 -3.045605 1.499702
H: -2.608201 -4.017175 0.333458
C: 0.837365 0.325951 -4.604875
C: -0.462442 0.022742 -3.839322
C: -1.663158 0.424803 -4.719032
O: -0.495846 0.573443 -2.563866
H: 0.813598 -0.145658 -5.591436
H: 1.693492 -0.062272 -4.053790
H: 0.956139 1.405483 -4.725575
H: -0.515058 -1.070543 -3.707117
H: -1.513529 1.415289 -5.154217
H: -2.571307 0.449647 -4.114670
H: -1.791665 -0.298517 -5.529954

Cartesian forces (eV/Å) of the 6 atoms listed first:
0.8 -0.7 0.0
0.0 0.0 -0.1
0.0 -0.1 -0.1
0.1 0.2 0.0
-0.1 -0.2 0.1
-0.1 0.1 -0.1

Below is the ion C9H14NO with charge +1 in a non-equilibrium geometry, with properties calculated with wB97M-V/def2-TZVPD.

Calculated values
HOMO (eV): -14.27
Total charge: +1
Multiplicity: 1
Orbital gap (eV): 10.03
Energy above the lowest of the compared OMol25 structures with the same formula, charge and spin (kcal/mol): 54.2
SMILES: Cc1cccc[n+]1OC(C)C

Element x y z (Å)
C: -0.790531 1.818205 -1.335781
C: 0.262371 1.407569 -0.445549
C: 1.395747 2.188148 -0.487705
C: 2.529476 1.877205 0.172850
C: 2.434917 0.823596 1.118623
C: 1.202271 0.242369 1.427499
N: 0.178046 0.526618 0.551945
O: -1.020888 -0.161554 0.768885
C: -0.994311 -1.373937 -0.206288
C: 0.060582 -2.371985 0.226029
C: -2.424549 -1.981008 -0.066371
H: -1.091165 2.868449 -0.975750
H: -0.358072 1.931643 -2.336235
H: -1.738920 1.241083 -1.343968
H: 1.438675 3.062913 -1.179672
H: 3.361127 2.463570 0.125110
H: 3.214533 0.691069 1.838057
H: 0.820432 -0.019182 2.349164
H: -0.886972 -0.827082 -1.097345
H: -0.237534 -2.920998 1.109634
H: 0.003987 -3.177892 -0.591240
H: 1.007169 -1.864737 0.412615
H: -2.781316 -2.086081 0.977368
H: -2.469230 -3.086405 -0.352676
H: -3.115849 -1.271577 -0.659200

Cartesian forces (eV/Å) of the 6 atoms listed first:
-2.6 1.3 -0.5
0.4 0.2 1.4
1.1 1.5 -2.0
-2.1 -2.7 1.6
-1.0 0.3 1.1
0.8 2.9 -3.2

Below is a structure of composition C6H8CoOP in a non-equilibrium geometry, with properties calculated with wB97M-V/def2-TZVPD.

Calculated values
HOMO (alpha / beta) (eV): -5.39 / -9.46
Total charge: 0
Multiplicity: 5
Orbital gap (alpha / beta) (eV): 6.18 / 8.69
Energy above the lowest of the compared OMol25 structures with the same formula, charge and spin (kcal/mol): 0.0

Element x y z (Å)
C: 1.201131 0.838082 -1.686625
C: 2.077915 0.812897 -0.555632
C: 2.159493 -0.554171 -0.140117
C: 1.458813 -1.387460 -1.107374
C: 0.868366 -0.529412 -2.060553
Co: 0.000000 0.000000 0.000000
P: -1.920947 1.082393 -0.179937
H: 0.916177 1.729349 -2.250003
H: 2.554015 1.669785 -0.079248
H: 2.745499 -0.928330 0.702194
H: 0.265724 -0.827934 -2.919456
H: 1.400497 -2.476507 -1.088084
H: -2.857257 0.778266 -1.220327
H: -1.961396 2.498839 -0.387917
H: -2.859516 1.052877 0.894340
O: -1.388204 -0.862635 2.772168
C: -0.862748 -0.536115 1.722860

Cartesian forces (eV/Å) of the 6 atoms listed first:
0.5 -0.4 -0.6
-0.8 -0.9 -0.3
0.5 -0.4 -0.6
0.3 0.7 0.8
0.2 1.0 0.4
0.9 -0.8 0.2

Below is a cluster of 6 separate species, C18H39ClO20P in total in a non-equilibrium geometry, with properties calculated with wB97M-V/def2-TZVPD.

Calculated values
HOMO (eV): -6.43
Total charge: -1
Multiplicity: 1
Orbital gap (eV): 8.85

Element x y z (Å)
Cl: -29.528067 -25.161110 19.919555
O: -28.414778 -25.994480 20.293192
O: -30.701401 -25.943562 19.676854
O: -29.917878 -24.249618 20.979298
O: -29.173340 -24.355925 18.781500
C: -32.413792 -19.954446 13.149913
O: -32.761578 -20.654143 14.323273
C: -31.899737 -20.668784 15.334663
O: -31.053084 -19.854192 15.580397
O: -32.038076 -21.845763 15.945064
C: -31.332109 -22.107304 17.139763
H: -31.936787 -18.991216 13.338556
H: -33.185387 -19.795685 12.401836
H: -31.650144 -20.577253 12.670660
H: -30.251721 -22.007606 17.017432
H: -31.472350 -23.151015 17.410115
H: -31.674864 -21.440505 17.931291
C: -28.024419 -30.783103 17.041096
O: -29.328797 -31.333747 16.862272
C: -30.441989 -30.649319 16.981684
O: -31.511883 -31.103217 16.730368
O: -30.189420 -29.407676 17.495298
C: -31.251618 -28.465833 17.515474
H: -27.256038 -31.254326 16.434285
H: -27.745868 -30.621530 18.078869
H: -28.021475 -29.775148 16.615083
H: -32.050056 -28.788522 16.844808
H: -31.003187 -27.439642 17.249782
H: -31.591549 -28.444464 18.551891
C: -23.846736 -22.096326 23.509029
O: -24.520903 -23.254754 23.945429
C: -25.839579 -23.361784 23.671236
O: -26.458671 -22.527111 23.068724
O: -26.232473 -24.482686 24.216367
C: -27.563218 -24.955307 24.001908
H: -22.788154 -22.304243 23.667927
H: -24.112648 -21.185632 24.044881
H: -23.879897 -21.844205 22.447173
H: -28.319403 -24.197781 24.212352
H: -27.684638 -25.901462 24.514999
H: -27.791612 -25.107203 22.941187
C: -27.832303 -26.652982 16.680961
O: -27.170466 -26.751298 15.430507
C: -25.972745 -26.217173 15.231073
O: -25.517864 -25.494609 16.083849
O: -25.489071 -26.629154 14.067839
C: -24.207626 -26.105904 13.705634
H: -28.904526 -26.647876 16.519147
H: -27.409456 -25.925909 17.368687
H: -27.609238 -27.609914 17.169538
H: -24.235635 -25.063181 14.024491
H: -24.079696 -26.171544 12.629192
H: -23.409839 -26.656856 14.202373
C: -29.414870 -30.145631 21.172261
C: -28.183202 -29.369758 20.748227
O: -27.038293 -30.216915 20.536780
P: -25.657620 -29.419658 20.344238
O: -24.401757 -30.161686 20.587248
O: -25.865112 -28.865940 18.851093
C: -24.851890 -27.958471 18.399044
C: -24.070983 -28.646423 17.275040
O: -25.904357 -28.061275 21.183619
C: -25.584599 -27.959836 22.572587
C: -24.269746 -27.210421 22.835024
H: -30.233848 -29.448733 20.991219
H: -29.539018 -31.074972 20.610266
H: -29.413218 -30.448849 22.222161
H: -28.496245 -28.960426 19.786657
H: -28.168342 -28.606099 21.521682
H: -25.154080 -26.977453 18.026436
H: -24.144937 -27.600879 19.152461
H: -23.163795 -29.094172 17.683139
H: -24.657456 -29.474389 16.875459
H: -23.821078 -27.975267 16.454023
H: -26.466444 -27.540363 23.053091
H: -25.425170 -28.933732 23.043481
H: -23.746420 -27.574289 23.725084
H: -23.519980 -27.522445 22.104328
H: -24.366923 -26.133848 22.950054

Cartesian forces (eV/Å) of the 6 atoms listed first:
-1.0 1.9 1.1
0.2 -0.3 0.1
-0.3 -1.3 -1.0
0.9 -0.2 0.5
0.2 -0.3 -0.8
2.0 0.2 -0.6

Below is a cluster of 5 separate species, C15H30O15 in total in a non-equilibrium geometry, with properties calculated with wB97M-V/def2-TZVPD.

Calculated values
HOMO (eV): -10.28
Total charge: 0
Multiplicity: 1
Orbital gap (eV): 10.94
Energy above the lowest of the compared OMol25 structures with the same formula, charge and spin (kcal/mol): 252.3
SMILES: COC(=O)OC.COC(=O)OC.COC(=O)OC.COC(=O)OC.COC(=O)OC

Element x y z (Å)
C: 1.771773 -49.245255 43.573612
O: 1.795072 -50.225717 44.585895
C: 2.176135 -49.986822 45.792458
O: 2.371300 -48.788220 46.138150
O: 2.287533 -51.006981 46.633606
C: 3.090602 -50.757099 47.773504
H: 0.655811 -49.092294 43.392302
H: 2.111326 -49.699792 42.539982
H: 2.351208 -48.372771 43.929980
H: 2.848844 -50.403277 48.592362
H: 4.088295 -50.422896 47.733884
H: 3.488034 -51.752500 48.149767
C: 8.989056 -49.388910 50.394749
O: 7.633871 -49.291490 50.194271
C: 7.218099 -48.777834 49.012525
O: 8.092513 -48.270345 48.229029
O: 5.922793 -48.679195 48.733880
C: 5.350292 -47.959141 47.768515
H: 9.266716 -49.968646 49.622055
H: 9.227719 -49.873166 51.329105
H: 9.359857 -48.369900 50.746622
H: 5.796920 -46.972736 47.615677
H: 4.514842 -47.569715 48.127534
H: 5.267199 -48.381178 46.675700
C: 1.938987 -47.268275 39.497672
O: 1.970641 -47.295663 40.967916
C: 1.921496 -46.087830 41.619943
O: 2.136860 -45.053162 40.958620
O: 1.662767 -46.110505 42.980967
C: 1.658172 -45.041298 43.846152
H: 2.916073 -46.789165 39.122582
H: 0.955654 -47.124824 39.009736
H: 2.142820 -48.195223 38.978389
H: 1.152807 -44.020587 43.381114
H: 2.777153 -44.713426 43.933978
H: 1.264374 -45.472391 44.840421
C: 3.344519 -51.110132 40.162112
O: 4.171381 -50.842072 41.314559
C: 4.735601 -49.627504 41.570664
O: 4.487989 -48.711748 40.848792
O: 5.368663 -49.410627 42.737732
C: 5.690567 -48.118094 43.235237
H: 4.149835 -51.423321 39.402990
H: 2.598764 -50.518705 40.039490
H: 2.813522 -52.080363 40.345663
H: 6.881721 -48.241787 43.373191
H: 4.991554 -48.125474 44.126074
H: 5.206368 -47.283269 42.582237
C: 5.154189 -44.094737 42.590076
O: 6.479144 -44.465667 43.141583
C: 6.744938 -45.216410 44.224122
O: 5.825041 -45.568856 44.954057
O: 7.955241 -45.611184 44.533241
C: 8.221941 -46.244866 45.729383
H: 4.658691 -45.267000 42.481946
H: 4.946716 -43.554070 41.813146
H: 4.742941 -43.447773 43.347824
H: 7.774894 -47.100084 45.944407
H: 7.687643 -45.485878 46.470350
H: 9.284415 -46.269363 46.060550

Cartesian forces (eV/Å) of the 6 atoms listed first:
-1.2 0.0 -1.9
0.0 -3.6 -0.5
0.6 5.9 1.5
0.1 -2.9 -0.1
0.1 0.0 -0.5
4.3 -6.6 -4.9

Below is a cluster of 2 separate species, C5H6BrFN2 in total in a non-equilibrium geometry, with properties calculated with wB97M-V/def2-TZVPD.

Calculated values
HOMO (eV): -8.88
Total charge: 0
Multiplicity: 1
Orbital gap (eV): 7.94
Energy above the lowest of the compared OMol25 structures with the same formula, charge and spin (kcal/mol): 2.5
SMILES: [H]/N=c1/ccccn1Br.F

Element x y z (Å)
H: 2.117598 -1.843968 0.413338
N: 1.186956 -1.907948 0.665508
C: 0.672009 -0.732911 0.507793
C: -0.742223 -0.350850 0.502010
C: -1.084389 0.845247 0.083960
C: -0.178017 1.926015 -0.080248
C: 1.129704 1.687665 0.175527
N: 1.509114 0.357180 0.386666
Br: 3.297875 -0.023920 -0.132773
H: -1.478202 -1.215951 0.497442
H: -2.122590 1.138829 -0.049458
H: -0.512695 2.884287 -0.536601
H: 2.030269 2.281519 0.062593
F: -0.346614 -3.111774 -0.733943
H: 0.452603 -2.718063 -0.312259

Cartesian forces (eV/Å) of the 6 atoms listed first:
2.4 -0.4 0.0
-2.5 0.2 -0.1
0.2 0.3 1.0
0.0 -3.7 -0.4
-1.4 2.3 0.0
1.0 1.2 -0.5

> What is the formula in the third record?

C6H8CoOP

> What is the total charge in the fourth record?

-1